Below is C39H44Br2HfN7OP2SbSe2 as an isolated structure at a distorted geometry, with properties calculated with ωB97M-V/def2-TZVPD.

Properties
Frontier orbital gap (eV): 7.464
LUMO energy (eV): -5.068
HOMO (Ha): -0.461
Multiplicity: 1
Molar mass (g/mol): 1306.76
Total charge: +2

Geometry as XYZ:
```
99
C39H44Br2HfN7OP2SbSe2 | the OMol25 dataset | ωB97M-V/def2-TZVPD
Hf -0.14 -0.24 0.46
C 2.80 1.39 5.03
N 2.60 0.74 3.76
C 3.53 0.51 2.80
C 2.86 -0.02 1.73
N 1.53 -0.10 2.03
C 1.40 0.35 3.27
P -0.12 0.34 4.28
C -1.04 1.49 3.21
N -0.89 1.63 1.89
C -1.78 2.60 1.54
C -2.49 3.00 2.63
N -2.02 2.29 3.68
C -2.56 2.26 5.01
C -0.96 -1.10 3.51
N -1.61 -1.03 2.35
C -2.42 -2.12 2.33
C -2.24 -2.86 3.47
N -1.32 -2.20 4.21
C -0.81 -2.58 5.50
H 3.84 1.71 5.10
H 2.59 0.71 5.86
H 2.16 2.27 5.11
H 4.56 0.74 2.94
H 3.27 -0.34 0.79
H -1.84 2.98 0.54
H -3.27 3.73 2.72
H -3.18 3.14 5.18
H -1.75 2.25 5.75
H -3.18 1.37 5.15
H -3.10 -2.29 1.52
H -2.67 -3.79 3.78
H -1.05 -3.63 5.68
H -1.27 -1.98 6.29
H 0.27 -2.44 5.54
Br -3.30 -2.78 -2.38
C -2.15 -3.59 -1.13
C -2.14 -4.98 -1.02
C -1.29 -5.59 -0.14
Br -1.31 -7.48 0.00
C -0.38 -4.83 0.63
C 0.60 -5.38 1.48
C 1.41 -4.55 2.20
C 1.24 -3.17 2.09
N 0.35 -2.60 1.30
C -0.44 -3.41 0.55
C -1.35 -2.77 -0.35
O -1.42 -1.45 -0.41
H -2.82 -5.57 -1.62
H 0.70 -6.45 1.53
H 2.19 -4.95 2.84
H 1.86 -2.50 2.68
Se 1.56 -1.48 -1.21
P 2.27 0.52 -1.79
Se 1.36 2.02 -0.46
C 1.92 0.75 -3.56
C 1.90 2.02 -4.10
C 1.82 2.17 -5.48
C 1.75 1.04 -6.29
C 1.76 -0.23 -5.74
C 1.85 -0.38 -4.37
C 4.09 0.63 -1.78
C 4.69 1.88 -1.80
C 6.06 1.97 -2.00
C 6.81 0.82 -2.16
C 6.20 -0.43 -2.12
C 4.84 -0.53 -1.94
H 1.95 2.89 -3.45
H 1.82 3.15 -5.91
H 1.70 1.16 -7.36
H 1.70 -1.10 -6.37
H 1.88 -1.37 -3.92
H 4.09 2.78 -1.67
H 6.53 2.94 -2.04
H 7.88 0.88 -2.33
H 6.79 -1.32 -2.25
H 4.34 -1.49 -1.93
C -1.75 1.12 -4.74
C -2.76 0.77 -3.66
Sb -2.03 1.15 -1.63
C -3.95 0.70 -0.68
C -5.11 1.64 -0.92
C -1.89 3.34 -1.95
C -3.12 4.19 -1.72
H -2.17 0.92 -5.72
H -0.84 0.54 -4.63
H -1.49 2.18 -4.70
H -3.06 -0.27 -3.74
H -3.66 1.39 -3.75
H -3.77 0.59 0.39
H -4.19 -0.28 -1.09
H -5.03 2.54 -0.32
H -6.04 1.14 -0.66
H -5.18 1.93 -1.97
H -1.60 3.42 -3.00
H -1.05 3.72 -1.36
H -3.94 3.84 -2.33
H -2.90 5.21 -2.01
H -3.43 4.20 -0.68
```